(1)
DFT (ωB97M-V with the def2-TZVPD basis set) results for a 2-piece molecular cluster, C2H5Cl2 overall at a distorted geometry.

XYZ file:
```
9
Properties=species:S:1:pos:R:3:mulliken_spin:R:1
Cl 1.19 1.90 1.54 0.003
Cl -0.67 2.05 0.79 0.024
C 0.12 -1.01 0.10 -0.049
C -0.39 -0.04 -0.89 0.891
H 1.14 -0.61 0.08 0.002
H -0.36 -0.81 1.07 0.054
H 0.03 -2.08 -0.11 0.054
H -1.40 -0.07 -1.28 0.015
H 0.34 0.67 -1.29 0.005
```

Properties
DFT total energy, Ha: -999.4532
Multiplicity: 2
HOMO level (alpha / beta), eV: -7.538 / -10.971
Frontier orbital gap (alpha / beta), Eh: 0.2344 / 0.3608


(2)
DFT (ωB97M-V with the def2-TZVPD basis set) results for one molecule with the formula C11H15NO at a distorted geometry.

XYZ file:
```
28
Properties=species:S:1:pos:R:3:lowdin_charge:R:1
C 3.05 -2.00 0.26 -0.038
O 1.68 -1.71 -0.14 -0.080
C 1.51 -0.37 -0.08 -0.269
C 2.40 0.58 -0.18 -0.061
C 2.09 1.92 0.01 -0.081
C 0.81 2.25 -0.08 -0.075
C -0.25 1.36 0.02 -0.192
C 0.09 0.00 -0.07 -0.066
C -0.87 -1.08 0.02 -0.110
C -2.34 -0.61 -0.30 -0.431
N -3.31 -1.68 -0.08 -0.016
C -2.51 0.67 0.55 -0.144
C -1.60 1.72 -0.12 -0.157
H 3.81 -1.54 -0.40 0.093
H 3.00 -2.99 0.05 0.051
H 3.07 -1.71 1.40 0.149
H 3.42 0.36 -0.28 0.084
H 2.82 2.69 0.43 0.143
H 0.57 3.27 -0.01 0.099
H -0.65 -1.73 -0.82 0.127
H -0.98 -1.57 0.93 0.109
H -2.31 -0.31 -1.34 0.135
H -4.04 -1.53 -0.94 0.127
H -3.81 -1.78 0.93 0.129
H -3.55 0.90 0.51 0.092
H -2.30 0.37 1.67 0.160
H -1.92 1.75 -1.10 0.108
H -1.71 2.60 0.45 0.115
```

Properties
SMILES: COc1cccc2c1C[C@@H](N)CC2
DFT total energy, Ha: -558.0365
Multiplicity: 1
HOMO level, eV: -8.238
Frontier orbital gap, Eh: 0.3382


(3)
DFT (ωB97M-V with the def2-TZVPD basis set) results for one molecule with the formula C8H17NO2S at a distorted geometry.

XYZ file:
```
29
Properties=species:S:1:pos:R:3:lowdin_charge:R:1
C -1.14 0.86 -1.33 -0.221
C -4.06 0.21 0.68 -0.104
C 3.34 -0.55 0.87 -0.036
C 1.19 -1.74 0.40 -0.036
C 2.20 -0.34 -1.48 -0.063
C -1.88 0.74 -0.22 -0.109
C -2.83 -0.34 0.01 -0.291
C 2.01 -0.44 0.06 -0.618
N 1.16 0.62 0.56 -0.271
O 0.15 2.79 1.00 -0.347
O -0.19 1.82 -1.46 -0.331
S 1.02 1.91 -0.16 1.057
H -1.13 0.30 -2.23 0.113
H -4.80 -0.60 0.75 0.083
H -4.41 0.98 -0.01 0.088
H -3.86 0.65 1.61 0.053
H 3.94 -1.33 0.57 0.053
H 4.00 0.27 0.69 0.072
H 3.15 -0.52 1.90 0.070
H 0.47 -1.55 1.12 0.042
H 1.83 -2.59 0.67 0.082
H 0.64 -1.93 -0.53 0.076
H 2.74 -1.15 -2.00 0.095
H 1.26 -0.23 -2.04 0.069
H 2.76 0.52 -1.69 0.046
H -0.20 2.22 1.81 0.126
H -1.83 1.35 0.70 0.107
H -3.12 -0.88 -0.86 0.107
H -2.39 -1.07 0.61 0.087
```

Properties
DFT total energy, Ha: -918.3096
Multiplicity: 1
HOMO level, eV: -8.746
Frontier orbital gap, Eh: 0.3462


(4)
DFT (ωB97M-V with the def2-TZVPD basis set) results for a 7-piece molecular cluster, C21H42O19 overall at a distorted geometry.

XYZ file:
```
82
Properties=species:S:1:pos:R:3:lowdin_charge:R:1
C -0.91 -0.24 -4.48 -0.067
O -0.48 0.44 -5.64 0.012
C 0.83 0.46 -5.90 -0.619
O 1.64 -0.22 -5.33 0.121
O 1.03 1.36 -6.84 0.016
C 2.40 1.64 -7.19 -0.008
H -0.82 0.44 -3.63 0.049
H -0.44 -1.19 -4.23 0.096
H -1.96 -0.48 -4.65 0.106
H 3.02 1.07 -6.51 0.093
H 2.59 2.70 -7.06 0.083
H 2.54 1.40 -8.24 0.096
C 2.50 0.68 -1.26 -0.028
O 1.85 0.29 -0.04 -0.020
C 2.30 0.92 1.04 -0.652
O 3.01 1.89 1.03 0.117
O 1.80 0.33 2.11 0.010
C 2.06 0.96 3.37 -0.009
H 2.16 0.06 -2.08 0.087
H 3.56 0.40 -1.17 0.103
H 2.52 1.75 -1.45 0.099
H 1.77 2.01 3.33 0.097
H 3.08 0.85 3.72 0.105
H 1.33 0.52 4.06 0.065
C -0.10 3.16 1.15 -0.048
O -1.07 3.04 2.16 0.025
C -2.33 2.81 1.76 -0.635
O -3.25 2.73 2.51 0.153
O -2.39 2.70 0.45 -0.049
C -3.64 2.35 -0.14 -0.026
H -0.05 2.23 0.57 0.085
H 0.89 3.37 1.53 0.092
H -0.31 3.94 0.41 0.105
H -3.53 2.10 -1.19 0.084
H -4.39 3.12 -0.01 0.104
H -3.94 1.43 0.37 0.088
C -0.47 -2.96 2.16 -0.018
O -1.53 -2.02 2.05 0.017
C -1.74 -1.28 0.97 -0.588
O -2.36 -0.27 1.03 0.134
O -1.07 -1.74 -0.09 0.012
C -0.92 -0.85 -1.18 -0.034
H -0.28 -3.10 3.22 0.090
H 0.35 -2.71 1.49 0.103
H -0.84 -3.97 1.90 0.090
H -1.26 0.16 -0.98 0.081
H -1.41 -1.31 -2.04 0.094
H 0.15 -0.70 -1.40 0.078
C 0.76 5.26 -6.01 -0.033
O 0.72 4.13 -5.13 0.002
C -0.31 4.12 -4.27 -0.595
O -1.22 4.86 -4.20 0.160
O -0.09 3.02 -3.52 0.008
C -1.12 2.66 -2.63 -0.073
H 1.42 6.06 -5.66 0.098
H -0.20 5.69 -6.24 0.096
H 1.18 4.84 -6.92 0.087
H -1.79 3.47 -2.34 0.099
H -0.69 2.17 -1.76 0.078
H -1.79 1.90 -3.07 0.085
C 0.82 -2.48 6.67 -0.060
O -0.30 -2.17 5.89 -0.012
C -0.45 -0.90 5.46 -0.615
O 0.26 0.02 5.79 0.105
O -1.45 -0.88 4.63 0.024
C -1.80 0.36 4.01 -0.015
H 0.55 -3.36 7.26 0.091
H 1.09 -1.67 7.35 0.093
H 1.72 -2.76 6.11 0.095
H -1.63 1.19 4.69 0.107
H -2.81 0.30 3.63 0.097
H -1.11 0.57 3.19 0.081
C 0.39 -6.98 1.50 -0.022
C 1.04 -6.19 2.63 -0.497
C 0.74 -6.66 4.05 -0.018
O 1.62 -5.16 2.43 0.064
H -0.66 -7.21 1.72 0.081
H 0.93 -7.90 1.29 0.083
H 0.35 -6.32 0.63 0.079
H 1.30 -6.02 4.73 0.076
H 0.96 -7.72 4.14 0.080
H -0.31 -6.48 4.30 0.086
```

Properties
SMILES: COC(=O)OC.COC(=O)OC.COC(=O)OC.COC(=O)OC.COC(=O)OC.COC(=O)OC.CC(C)=O
DFT total energy, Ha: -2254.9272
Multiplicity: 1
HOMO level, eV: -9.926
Frontier orbital gap, Eh: 0.3848


(5)
DFT (ωB97M-V with the def2-TZVPD basis set) results for C37H41Cr2N7O2 as an isolated structure at a distorted geometry.

XYZ file:
```
89
Properties=species:S:1:pos:R:3:mulliken_spin:R:1
Cr 5.79 12.03 12.81 4.041
Cr 2.58 12.51 12.25 4.041
C 3.70 9.45 12.11 0.018
O 4.05 10.77 12.47 -0.039
H 3.73 8.77 12.96 -0.006
H 2.70 9.35 11.66 0.011
H 4.37 9.07 11.33 0.007
C 4.48 14.47 14.31 0.017
O 4.25 13.43 13.39 -0.035
H 3.65 15.18 14.30 -0.004
H 4.57 14.10 15.34 -0.001
H 5.37 15.07 14.09 0.006
N 1.59 11.89 14.26 -0.031
C 1.55 10.65 14.79 -0.011
C 1.37 10.44 16.14 0.004
C 1.15 11.51 16.98 0.003
C 1.08 12.78 16.43 -0.006
C 1.31 12.93 15.07 0.032
H 1.62 9.85 14.07 0.018
H 1.24 9.42 16.47 -0.001
H 1.03 11.36 18.05 0.000
H 0.89 13.63 17.07 -0.001
H 1.34 13.90 14.59 -0.013
N 7.01 6.29 9.17 0.000
C 7.77 5.22 9.33 0.000
C 7.55 4.26 10.33 0.000
C 6.56 4.49 11.24 0.000
C 5.79 5.66 11.15 0.000
C 6.10 6.54 10.13 0.001
H 8.57 5.07 8.62 0.000
H 8.16 3.36 10.31 0.000
H 6.29 3.74 11.97 0.000
H 5.06 5.86 11.91 0.000
H 5.62 7.50 10.00 -0.002
N 6.07 11.36 14.89 -0.047
C 4.95 11.09 15.61 0.033
C 4.96 10.81 16.94 0.000
C 6.18 10.83 17.63 0.006
C 7.31 11.21 16.95 -0.007
C 7.21 11.43 15.58 0.003
H 4.03 11.15 15.04 0.009
H 4.08 10.44 17.44 0.000
H 6.24 10.59 18.69 0.000
H 8.28 11.24 17.43 0.001
H 8.11 11.76 15.08 -0.009
N 0.13 7.13 13.53 0.000
C -1.13 7.14 14.01 0.000
C -1.45 6.81 15.32 0.000
C -0.41 6.49 16.17 0.000
C 0.89 6.55 15.73 0.000
C 1.11 6.84 14.39 0.000
H -1.84 7.49 13.27 0.000
H -2.45 6.83 15.74 0.000
H -0.59 6.22 17.21 0.000
H 1.77 6.35 16.32 0.000
H 2.09 6.87 13.94 0.000
N 3.73 10.36 7.88 0.000
C 3.55 9.74 6.70 0.000
C 4.54 9.01 6.08 0.000
C 5.77 8.85 6.70 0.000
C 5.95 9.49 7.91 0.000
C 4.92 10.27 8.45 -0.021
H 2.55 9.78 6.29 0.000
H 4.32 8.49 5.16 0.000
H 6.51 8.16 6.31 0.000
H 6.90 9.38 8.43 0.000
H 5.14 10.66 9.44 0.021
N 2.85 4.61 8.68 0.000
C 3.25 5.88 8.46 0.000
C 2.61 6.94 9.07 0.001
C 1.47 6.72 9.82 0.001
C 0.99 5.43 9.97 0.000
C 1.73 4.41 9.34 0.000
H 4.20 6.01 7.95 0.000
H 3.08 7.91 8.93 -0.001
H 0.99 7.56 10.31 0.000
H 0.14 5.20 10.60 0.000
H 1.39 3.38 9.39 0.000
N 0.94 11.37 11.34 -0.004
C -0.10 10.73 11.92 0.020
C -0.92 9.85 11.25 0.002
C -0.71 9.61 9.91 0.007
C 0.26 10.36 9.27 -0.016
C 1.05 11.21 10.00 -0.021
H -0.19 10.91 12.98 0.004
H -1.72 9.37 11.80 -0.001
H -1.40 8.98 9.37 -0.001
H 0.43 10.25 8.20 0.000
H 1.79 11.81 9.47 -0.031
```

Properties
DFT total energy, Ha: -4056.6676
Multiplicity: 9
HOMO level (alpha / beta), eV: -12.769 / -12.769
Net charge: +2
Frontier orbital gap (alpha / beta), Eh: 0.2174 / 0.2297


(6)
DFT (ωB97M-V with the def2-TZVPD basis set) results for C19H6Br4N4O2PdSSe as an isolated structure at a distorted geometry.

XYZ file:
```
38
Properties=species:S:1:pos:R:3:mulliken_spin:R:1
Pd -0.50 -1.47 -0.95 0.377
Se 4.72 4.06 -0.76 0.000
N 4.81 2.28 -0.83 0.000
C 3.57 1.85 -0.87 -0.002
C 3.23 0.44 -0.93 0.011
C 4.18 -0.57 -0.89 0.002
C 3.78 -1.88 -0.95 0.001
C 2.42 -2.16 -1.08 -0.005
N 1.49 -1.21 -1.13 0.084
C 1.87 0.09 -1.02 -0.008
C 0.83 1.10 -0.98 -0.043
N -0.45 0.68 -1.01 -0.020
C -1.43 1.56 -0.95 -0.007
C -1.20 2.93 -0.84 0.004
C 0.10 3.38 -0.81 -0.006
C 1.15 2.47 -0.88 0.012
C 2.54 2.85 -0.85 0.000
N 2.94 4.10 -0.79 0.000
H 5.23 -0.30 -0.82 0.000
H 4.49 -2.69 -0.90 -0.002
H 2.07 -3.18 -1.16 0.010
H -2.43 1.16 -0.97 0.001
H -2.03 3.62 -0.78 0.001
H 0.33 4.44 -0.72 0.000
Br -4.34 -1.13 5.07 0.000
C -3.76 -1.22 3.27 0.001
C -4.69 -1.23 2.24 -0.003
Br -6.54 -1.12 2.61 0.000
C -4.23 -1.31 0.92 0.009
Br -5.44 -1.28 -0.54 0.000
C -2.88 -1.41 0.58 0.001
O -2.51 -1.48 -0.68 0.062
C -1.90 -1.40 1.65 0.009
O -0.64 -1.47 1.40 0.017
C -2.40 -1.28 2.97 -0.014
Br -1.08 -1.23 4.32 0.000
S -0.83 -4.59 -0.50 0.224
C -0.44 -3.40 -1.45 0.281
```

Properties
DFT total energy, Ha: -14320.7417
Multiplicity: 2
HOMO level (alpha / beta), eV: -3.335 / -3.311
Net charge: -1
Frontier orbital gap (alpha / beta), Eh: 0.1472 / 0.1463


What did the sixth record say?
DFT (ωB97M-V with the def2-TZVPD basis set) results for C19H6Br4N4O2PdSSe as an isolated structure at a distorted geometry.

XYZ file:
```
38
Properties=species:S:1:pos:R:3:mulliken_spin:R:1
Pd -0.50 -1.47 -0.95 0.377
Se 4.72 4.06 -0.76 0.000
N 4.81 2.28 -0.83 0.000
C 3.57 1.85 -0.87 -0.002
C 3.23 0.44 -0.93 0.011
C 4.18 -0.57 -0.89 0.002
C 3.78 -1.88 -0.95 0.001
C 2.42 -2.16 -1.08 -0.005
N 1.49 -1.21 -1.13 0.084
C 1.87 0.09 -1.02 -0.008
C 0.83 1.10 -0.98 -0.043
N -0.45 0.68 -1.01 -0.020
C -1.43 1.56 -0.95 -0.007
C -1.20 2.93 -0.84 0.004
C 0.10 3.38 -0.81 -0.006
C 1.15 2.47 -0.88 0.012
C 2.54 2.85 -0.85 0.000
N 2.94 4.10 -0.79 0.000
H 5.23 -0.30 -0.82 0.000
H 4.49 -2.69 -0.90 -0.002
H 2.07 -3.18 -1.16 0.010
H -2.43 1.16 -0.97 0.001
H -2.03 3.62 -0.78 0.001
H 0.33 4.44 -0.72 0.000
Br -4.34 -1.13 5.07 0.000
C -3.76 -1.22 3.27 0.001
C -4.69 -1.23 2.24 -0.003
Br -6.54 -1.12 2.61 0.000
C -4.23 -1.31 0.92 0.009
Br -5.44 -1.28 -0.54 0.000
C -2.88 -1.41 0.58 0.001
O -2.51 -1.48 -0.68 0.062
C -1.90 -1.40 1.65 0.009
O -0.64 -1.47 1.40 0.017
C -2.40 -1.28 2.97 -0.014
Br -1.08 -1.23 4.32 0.000
S -0.83 -4.59 -0.50 0.224
C -0.44 -3.40 -1.45 0.281
```

Properties
DFT total energy, Ha: -14320.7417
Multiplicity: 2
HOMO level (alpha / beta), eV: -3.335 / -3.311
Net charge: -1
Frontier orbital gap (alpha / beta), Eh: 0.1472 / 0.1463